(1)
{"formula": "C29H49O21SSi", "method": "the ωB97M-V functional and the def2-TZVPD basis", "symbols": ["C", "C", "O", "C", "O", "C", "C", "C", "S", "C", "C", "O", "Si", "C", "C", "C", "H", "H", "H", "H", "H", "H", "H", "H", "H", "H", "H", "H", "H", "H", "H", "H", "H", "H", "H", "H", "H", "H", "H", "H", "H", "C", "C", "O", "C", "O", "O", "H", "H", "H", "H", "C", "C", "O", "C", "O", "O", "H", "H", "H", "H", "C", "C", "O", "C", "O", "O", "H", "H", "H", "H", "C", "C", "O", "C", "O", "O", "H", "H", "H", "H", "C", "C", "O", "C", "O", "O", "H", "H", "H", "H", "C", "C", "O", "C", "O", "O", "H", "H", "H", "H"], "coordinates": [[0.52, -0.42, 0.30], [0.69, -0.28, -1.29], [-0.28, 0.62, -1.92], [-0.21, 1.93, -1.40], [0.52, 2.77, -1.99], [-1.03, 2.46, -0.13], [-1.43, 4.01, -0.24], [-2.51, 4.33, -1.38], [-3.91, 3.09, -1.45], [-3.58, 1.85, -2.78], [-4.68, 0.65, -2.83], [-6.03, 1.09, -2.78], [-6.91, 0.79, -1.35], [-8.66, 0.15, -1.88], [-7.26, 2.52, -0.51], [-6.16, -0.31, -0.01], [1.14, 0.34, 0.87], [-0.59, -0.31, 0.56], [0.84, -1.49, 0.57], [0.48, -1.32, -1.73], [1.77, -0.03, -1.55], [-0.31, 2.38, 0.76], [-1.93, 1.77, 0.03], [-0.45, 4.57, -0.46], [-1.78, 4.41, 0.77], [-2.01, 4.45, -2.40], [-2.98, 5.35, -1.14], [-4.99, 3.84, -1.93], [-2.58, 1.33, -2.59], [-3.48, 2.35, -3.80], [-4.35, -0.14, -2.08], [-4.52, 0.17, -3.87], [-9.08, -0.64, -1.17], [-9.40, 1.03, -1.90], [-8.63, -0.31, -2.93], [-6.47, 2.63, 0.30], [-8.34, 2.56, -0.10], [-7.17, 3.33, -1.30], [-6.31, -1.43, -0.18], [-6.55, -0.07, 1.04], [-5.03, -0.07, 0.05], [-4.32, -4.02, -2.22], [-4.86, -5.37, -1.87], [-5.28, -5.22, -0.52], [-5.51, -3.90, -0.32], [-6.03, -3.44, 0.65], [-5.07, -3.15, -1.38], [-4.46, -3.77, -3.27], [-3.26, -3.92, -1.97], [-5.73, -5.64, -2.48], [-4.11, -6.16, -1.96], [2.67, -4.80, 2.34], [2.25, -3.96, 3.51], [0.99, -3.44, 3.10], [0.49, -4.30, 2.16], [-0.62, -4.25, 1.72], [1.43, -5.21, 1.78], [3.27, -5.66, 2.64], [3.22, -4.23, 1.60], [2.11, -4.55, 4.42], [2.95, -3.15, 3.72], [4.52, 4.01, -1.71], [4.17, 2.69, -2.32], [5.33, 1.91, -2.09], [5.98, 2.46, -1.03], [6.90, 1.96, -0.46], [5.43, 3.66, -0.68], [3.65, 4.53, -1.30], [5.02, 4.68, -2.42], [3.32, 2.21, -1.82], [3.95, 2.77, -3.39], [4.56, -5.12, -2.48], [3.33, -4.72, -1.73], [3.70, -4.88, -0.37], [5.06, -4.79, -0.32], [5.69, -4.71, 0.69], [5.60, -4.79, -1.57], [4.68, -4.58, -3.42], [4.60, -6.20, -2.68], [3.06, -3.67, -1.90], [2.47, -5.35, -1.98], [9.31, 2.91, 2.74], [8.96, 1.59, 2.13], [10.13, 0.81, 2.36], [10.77, 1.35, 3.42], [11.70, 0.85, 3.98], [10.23, 2.55, 3.77], [8.44, 3.42, 3.15], [9.82, 3.57, 2.04], [8.11, 1.11, 2.63], [8.75, 1.66, 1.06], [-2.34, 2.53, 4.10], [-1.06, 1.87, 4.51], [-0.10, 2.46, 3.63], [-0.61, 3.66, 3.24], [0.01, 4.49, 2.63], [-1.91, 3.79, 3.62], [-3.03, 2.64, 4.94], [-2.85, 1.99, 3.29], [-0.78, 2.09, 5.54], [-1.09, 0.78, 4.38]], "total_energy_ev": -92570.434, "largest_force_ev_per_a": 4.34, "spin_multiplicity": 1, "lumo_energy_ev": -3.15, "homo_energy_ev": -11.629, "charge": 1}



(2)
{"formula": "C41H49As3N8OTa", "method": "the ωB97M-V functional and the def2-TZVPD basis", "symbols": ["Ta", "O", "C", "N", "C", "C", "C", "C", "C", "C", "N", "C", "C", "C", "C", "C", "N", "H", "H", "H", "H", "H", "H", "H", "H", "H", "H", "C", "C", "C", "C", "N", "C", "N", "C", "N", "C", "N", "C", "C", "C", "C", "C", "N", "C", "C", "C", "C", "C", "C", "H", "H", "H", "H", "H", "H", "H", "H", "H", "H", "H", "H", "C", "As", "C", "C", "C", "C", "C", "As", "C", "C", "C", "As", "C", "C", "H", "H", "H", "H", "H", "H", "H", "H", "H", "H", "H", "H", "H", "H", "H", "H", "H", "H", "H", "H", "H", "H", "H", "H", "H", "H", "H"], "coordinates": [[-0.53, 0.44, -1.16], [-1.49, 0.24, -5.27], [-1.65, 0.26, -4.08], [-0.65, 0.62, -3.19], [0.57, 1.20, -3.83], [0.92, 2.41, -3.02], [1.55, 3.47, -3.65], [1.50, 4.70, -2.97], [0.95, 4.75, -1.69], [0.33, 3.65, -1.13], [0.32, 2.44, -1.80], [-2.86, -0.15, -3.22], [-4.15, -0.23, -3.80], [-5.20, -0.70, -3.02], [-4.85, -1.12, -1.75], [-3.56, -1.05, -1.25], [-2.55, -0.51, -1.97], [1.41, 0.47, -3.75], [0.45, 1.48, -4.85], [1.86, 3.29, -4.69], [1.83, 5.64, -3.48], [0.82, 5.70, -1.12], [-0.20, 3.66, -0.24], [-4.21, 0.02, -4.85], [-6.19, -0.82, -3.42], [-5.73, -1.51, -1.17], [-3.31, -1.29, -0.21], [0.06, -3.57, -3.36], [0.46, -4.48, -2.43], [0.65, -4.05, -1.17], [0.38, -2.74, -0.82], [-0.11, -1.84, -1.69], [-0.21, -2.29, -3.01], [0.15, -2.53, 0.58], [-0.73, -1.76, 1.06], [-1.24, -0.62, 0.49], [-2.23, -0.19, 1.39], [-2.94, 0.86, 1.26], [-3.06, 1.83, 0.33], [-4.31, 2.50, 0.43], [-4.58, 3.51, -0.50], [-3.61, 3.85, -1.43], [-2.53, 2.96, -1.63], [-2.20, 2.02, -0.74], [-2.48, -1.16, 2.45], [-3.36, -1.10, 3.47], [-3.19, -2.04, 4.44], [-2.22, -3.00, 4.38], [-1.38, -3.11, 3.28], [-1.49, -2.14, 2.31], [-0.03, -3.85, -4.39], [0.55, -5.53, -2.67], [0.97, -4.68, -0.36], [-0.64, -1.57, -3.74], [-4.86, 2.23, 1.26], [-5.62, 4.03, -0.52], [-3.96, 4.47, -2.22], [-1.97, 3.04, -2.52], [-4.09, -0.31, 3.69], [-3.89, -2.06, 5.24], [-2.21, -3.76, 5.14], [-0.59, -3.84, 3.22], [3.05, -1.35, -2.38], [2.30, -0.07, -1.09], [3.61, 1.40, -1.58], [3.06, -0.95, 0.56], [3.26, -0.21, 1.85], [4.11, 1.10, 1.77], [1.92, 0.19, 2.38], [0.70, 1.47, 1.53], [-0.53, 1.82, 3.04], [1.60, 3.18, 1.73], [3.89, -1.15, 2.92], [3.28, -2.76, 3.86], [1.57, -2.11, 4.70], [2.48, -3.88, 2.48], [4.06, -1.51, -2.07], [3.04, -0.90, -3.39], [2.60, -2.29, -2.35], [4.53, 1.03, -1.17], [3.38, 2.44, -1.39], [3.62, 1.26, -2.66], [3.97, -1.33, 0.13], [2.54, -1.89, 0.80], [3.75, 1.74, 0.95], [5.12, 0.85, 1.56], [4.12, 1.64, 2.68], [2.08, 0.68, 3.36], [1.19, -0.62, 2.50], [0.11, 2.24, 3.84], [-1.22, 1.01, 3.30], [-1.12, 2.74, 2.73], [2.22, 3.24, 2.55], [0.82, 3.95, 1.71], [2.25, 3.23, 0.84], [4.08, -0.46, 3.78], [4.84, -1.39, 2.52], [1.74, -1.50, 5.57], [1.15, -3.06, 5.03], [0.89, -1.59, 4.03], [3.26, -4.15, 1.84], [1.71, -3.27, 1.92], [2.11, -4.85, 2.92]], "total_energy_ev": -241324.577, "largest_force_ev_per_a": 3.57, "spin_multiplicity": 1, "lumo_energy_ev": -9.65, "homo_energy_ev": -14.588, "charge": 3}



(3)
{"formula": "C6H12NO", "method": "the ωB97M-V functional and the def2-TZVPD basis", "symbols": ["C", "O", "C", "C", "C", "C", "C", "N", "H", "H", "H", "H", "H", "H", "H", "H", "H", "H", "H", "H"], "coordinates": [[0.44, 2.39, 0.37], [1.55, 2.24, -0.30], [-0.50, 0.99, 0.16], [0.55, -0.07, 0.54], [0.12, -1.58, 0.36], [-0.13, -3.20, -1.50], [-0.29, -1.94, -1.05], [-1.69, 0.89, 1.02], [-0.28, 3.19, 0.17], [0.60, 2.45, 1.51], [-0.75, 0.98, -0.94], [1.53, 0.22, -0.02], [0.74, 0.06, 1.61], [-0.67, -1.90, 1.00], [1.09, -2.23, 0.51], [0.22, -4.01, -0.82], [-0.22, -3.52, -2.49], [-0.67, -1.18, -1.78], [-1.45, 0.39, 1.95], [-1.90, 1.85, 1.26]], "total_energy_ev": -9952.295, "largest_force_ev_per_a": 2.82, "spin_multiplicity": 1, "lumo_energy_ev": 3.77, "smiles": "C=CCC[C@@H](N)C[O-]", "de_lowest_kj_mol": 101.4, "homo_energy_ev": -2.469, "charge": -1}



(4)
{"formula": "C13H21IMoN5O13P2", "method": "the ωB97M-V functional and the def2-TZVPD basis", "symbols": ["Mo", "O", "C", "C", "C", "N", "C", "C", "C", "O", "O", "C", "O", "O", "H", "H", "H", "N", "C", "C", "P", "O", "O", "O", "P", "O", "O", "O", "H", "H", "H", "H", "H", "H", "H", "H", "N", "C", "O", "C", "I", "H", "H", "H", "H", "C", "N", "C", "N", "O", "H", "H", "H", "H", "H", "H"], "coordinates": [[0.23, 0.28, -0.26], [1.69, -2.18, 5.30], [1.41, -1.70, 4.09], [2.09, -2.09, 2.93], [1.71, -1.52, 1.74], [0.73, -0.62, 1.66], [0.08, -0.24, 2.76], [0.38, -0.75, 4.00], [-0.98, 0.77, 2.46], [-1.73, 1.23, 3.28], [-0.95, 1.10, 1.19], [2.30, -1.81, 0.39], [3.25, -2.53, 0.22], [1.68, -1.13, -0.54], [2.42, -2.82, 5.26], [2.89, -2.81, 2.94], [-0.17, -0.43, 4.88], [3.79, 2.41, -3.05], [3.13, 1.23, -2.32], [3.98, -0.01, -2.57], [1.48, 1.09, -3.15], [0.96, 2.60, -3.02], [1.74, 0.70, -4.54], [0.55, 0.23, -2.28], [3.11, 1.77, -0.54], [3.85, 0.63, 0.29], [3.84, 3.06, -0.51], [1.66, 1.72, -0.07], [4.48, 2.08, -3.72], [4.22, 3.00, -2.30], [3.09, 2.98, -3.54], [3.98, -0.25, -3.64], [3.57, -0.86, -2.02], [5.01, 0.14, -2.23], [0.25, 2.65, -2.35], [4.76, 0.87, 0.51], [-2.77, -2.66, -1.28], [-1.55, -2.14, -1.26], [-1.32, -1.18, -0.48], [-0.51, -2.71, -2.16], [0.27, -4.45, -1.22], [-3.46, -2.36, -0.62], [-2.97, -3.48, -1.84], [0.30, -2.00, -2.30], [-0.93, -3.02, -3.12], [-0.45, 4.44, -0.06], [-1.74, 3.78, -0.16], [-1.91, 2.55, -0.62], [-3.13, 2.00, -0.58], [-0.95, 1.90, -1.16], [-0.30, 5.14, -0.88], [0.34, 3.70, -0.06], [-0.41, 4.98, 0.88], [-2.56, 4.28, 0.15], [-3.84, 2.34, 0.05], [-3.19, 1.03, -0.84]], "total_energy_ev": -76430.785, "largest_force_ev_per_a": 0.44, "spin_multiplicity": 3, "lumo_energy_ev": [-2.67, -3.49], "de_lowest_kj_mol": 0.0, "homo_energy_ev": [-11.626, -12.311], "charge": 1}



(5)
{"formula": "C4H17N2O2", "method": "the ωB97M-V functional and the def2-TZVPD basis", "symbols": ["C", "N", "C", "N", "C", "C", "H", "H", "H", "H", "H", "H", "H", "H", "H", "H", "H", "H", "H", "H", "H", "O", "H", "H", "O"], "coordinates": [[-1.11, -1.25, -2.01], [-2.11, -1.72, -0.92], [0.22, -0.99, -1.31], [0.18, 0.41, -0.69], [1.61, 1.22, -0.55], [1.29, 2.28, 0.49], [-0.90, -1.96, -2.74], [-1.60, -0.32, -2.43], [-1.80, -2.24, -0.08], [-2.71, -2.28, -1.47], [0.47, -1.71, -0.49], [1.15, -0.88, -2.00], [-0.46, 1.06, -1.11], [-0.21, 0.35, 0.20], [1.78, 1.38, -1.75], [2.32, 0.51, 0.06], [2.05, 3.01, 0.40], [0.23, 2.80, 0.58], [1.31, 2.04, 1.51], [1.35, -1.29, 2.26], [0.12, -0.46, 1.91], [0.79, -1.04, 1.47], [-1.76, 0.14, 3.42], [-1.30, 0.55, 2.22], [-0.90, 0.39, 3.01]], "total_energy_ev": -11490.293, "largest_force_ev_per_a": 4.47, "spin_multiplicity": 1, "lumo_energy_ev": -2.97, "de_lowest_kj_mol": 347.1, "homo_energy_ev": -13.217, "charge": 1}



(6)
{"formula": "C30H50I2N7O7P2SbSi3Ti", "method": "the ωB97M-V functional and the def2-TZVPD basis", "symbols": ["Ti", "C", "Sb", "C", "C", "C", "C", "C", "C", "N", "Si", "C", "C", "C", "C", "C", "C", "C", "C", "C", "N", "Si", "C", "C", "C", "Si", "C", "C", "C", "H", "H", "H", "H", "H", "H", "H", "H", "H", "H", "H", "H", "H", "H", "H", "H", "H", "H", "H", "H", "H", "H", "H", "H", "H", "H", "H", "H", "H", "H", "H", "H", "H", "H", "H", "H", "H", "H", "N", "C", "N", "C", "N", "C", "C", "N", "C", "C", "N", "H", "H", "H", "H", "H", "C", "C", "O", "P", "O", "O", "O", "P", "O", "O", "O", "H", "H", "H", "H", "H", "H", "H", "I", "I"], "coordinates": [[-0.72, 0.99, 0.64], [3.56, -0.79, 1.38], [1.76, -1.71, 0.66], [0.00, -0.67, 1.64], [0.45, -0.72, 3.08], [-0.25, -0.21, 4.18], [0.26, -0.38, 5.45], [1.45, -1.07, 5.63], [2.07, -1.58, 4.51], [1.57, -1.42, 3.28], [-1.34, -2.14, 1.79], [-2.52, -1.88, 3.22], [-2.37, -2.54, 0.27], [-0.49, -3.75, 2.27], [1.76, -1.15, -1.60], [0.43, -0.67, -2.09], [0.19, -0.61, -3.47], [-1.07, -0.40, -3.98], [-2.13, -0.25, -3.10], [-1.82, -0.22, -1.77], [-0.59, -0.38, -1.24], [1.85, -2.99, -2.20], [3.49, -3.70, -1.64], [1.67, -3.37, -4.04], [0.40, -4.02, -1.56], [3.19, -0.18, -2.50], [2.57, 1.47, -3.16], [4.78, 0.13, -1.56], [3.85, -1.02, -4.06], [4.17, -1.63, 1.69], [3.40, -0.16, 2.25], [4.11, -0.22, 0.64], [-1.17, 0.32, 4.03], [-0.27, 0.03, 6.30], [1.89, -1.20, 6.61], [2.99, -2.14, 4.58], [-2.98, -0.89, 3.30], [-2.04, -2.12, 4.16], [-3.33, -2.60, 3.07], [-3.20, -1.86, 0.13], [-2.80, -3.53, 0.48], [-1.81, -2.63, -0.65], [0.20, -3.62, 3.10], [0.04, -4.25, 1.46], [-1.29, -4.41, 2.61], [1.02, -0.77, -4.15], [-1.22, -0.38, -5.06], [-3.15, -0.11, -3.42], [-2.62, -0.04, -1.06], [4.33, -3.04, -1.86], [3.67, -4.65, -2.16], [3.51, -3.91, -0.57], [2.44, -3.02, -4.72], [0.69, -3.07, -4.43], [1.68, -4.47, -4.08], [0.10, -3.84, -0.53], [0.69, -5.07, -1.64], [-0.47, -3.87, -2.21], [3.22, 2.28, -2.84], [1.55, 1.72, -2.88], [2.59, 1.46, -4.26], [4.71, 0.93, -0.82], [5.49, 0.47, -2.31], [5.20, -0.75, -1.08], [3.13, -1.06, -4.88], [4.28, -2.01, -3.93], [4.65, -0.35, -4.40], [2.97, 3.08, 0.10], [2.35, 1.98, 0.47], [1.17, 1.91, -0.13], [1.14, 3.06, -0.87], [2.21, 3.80, -0.76], [-0.05, 3.37, -1.65], [-0.17, 4.47, -2.49], [-1.29, 4.73, -3.14], [-2.31, 3.89, -2.92], [-2.20, 2.80, -2.08], [-1.05, 2.52, -1.46], [3.80, 3.44, 0.59], [2.74, 1.36, 1.25], [0.67, 5.14, -2.63], [-3.24, 4.11, -3.42], [-3.05, 2.17, -1.88], [-4.23, 2.00, 3.54], [-4.41, 2.33, 2.07], [-5.78, 2.69, 1.85], [-3.29, 3.70, 1.53], [-2.84, 4.50, 2.82], [-4.22, 4.71, 0.74], [-2.18, 3.20, 0.70], [-4.01, 0.90, 1.00], [-4.80, -0.33, 1.65], [-4.46, 1.16, -0.39], [-2.53, 0.58, 1.26], [-4.52, 2.86, 4.15], [-3.18, 1.77, 3.75], [-4.85, 1.15, 3.80], [-5.94, 2.65, 0.90], [-1.93, 4.25, 3.07], [-4.98, 5.02, 1.24], [-5.62, -0.51, 1.16], [0.15, 2.59, 2.70], [4.56, 2.68, 2.95]], "total_energy_ev": -144760.195, "largest_force_ev_per_a": 0.79, "spin_multiplicity": 1, "lumo_energy_ev": -1.47, "de_lowest_kj_mol": 113.9, "homo_energy_ev": -6.741, "charge": 0}



Q: Which formula does entry 4 have?
A: C13H21IMoN5O13P2



Q: Among the records above, which one has the highest charge?
A: C41H49As3N8OTa



Q: Number 1 is which compound?
A: C29H49O21SSi